Record 1
The following is a quantum chemistry calculation of an isolated molecule of C9H15NO2 at a distorted geometry, from OMol25.

Structure (XYZ):
```
27
C9H15NO2, DFT the ωB97M-V functional and the def2-TZVPD basis
C 0.4086 -1.5241 -0.5997
C 1.7641 -1.1726 -0.0301
C -0.8438 -2.1601 0.2254
C 1.8997 -0.0313 0.6383
C -1.8817 0.7617 1.4106
C -0.9644 1.2849 -0.7638
C -3.0145 -0.0903 -0.5987
C 4.1053 0.4706 -0.0671
C -1.6599 0.1751 -0.0089
N -0.8451 -0.8730 0.0101
O -1.2872 -3.1040 0.8474
O 3.0185 0.7324 0.8297
H 0.3203 -1.2795 -1.6578
H 2.6227 -1.5075 -0.6451
H 1.0562 0.4400 1.0798
H -1.9207 -0.0498 2.1731
H -0.8685 1.2026 1.6995
H -2.7408 1.4504 1.3013
H -1.4088 2.1560 -0.5125
H -0.9734 1.1501 -1.8137
H 0.0386 1.4029 -0.4818
H -3.4710 -0.9497 -0.0613
H -3.7010 0.7864 -0.4888
H -2.8081 -0.3044 -1.6387
H 4.6881 -0.2926 0.4464
H 4.6974 1.3636 -0.3038
H 3.7694 -0.0376 -0.9899
```

Values from the calculation:
SMILES = CO/C=C/[C@H]1C(=O)N1C(C)(C)C
LUMO = 0.0258 Ha
Energy relative to the best compared isomer or geometry (same formula, charge and spin) = 103.3 kcal per mole

Record 2
The following is a quantum chemistry calculation of a cluster of 2 separate species, C9H15P in total at a distorted geometry, from OMol25.

Structure (XYZ):
```
25
C9H15P, DFT the ωB97M-V functional and the def2-TZVPD basis
C -2.9602 1.6338 -0.2065
C 0.0953 -2.2486 0.5233
C 1.3809 -2.4250 1.3332
C -0.2879 -0.8122 0.2508
C 2.4333 -1.6263 0.6482
C 0.7911 0.2470 0.0278
C 2.0416 -0.1258 0.0108
C -1.3237 3.2852 -0.9893
C -2.0076 1.8916 -1.2242
P -3.6331 1.2561 1.2011
H 0.3898 -2.8214 -0.3774
H -0.7464 -2.9253 0.8529
H 1.2751 -2.3420 2.4367
H 1.6041 -3.5211 1.2510
H -0.6697 -0.8189 -0.8135
H -1.0309 -0.4852 0.9834
H 3.3366 -1.3606 1.2213
H 2.8005 -2.0847 -0.2747
H 0.4939 1.1959 -0.2938
H 2.9051 0.3177 -0.5128
H -0.4635 3.4730 -1.6326
H -2.0771 4.0051 -1.0493
H -0.6965 3.2875 -0.0434
H -1.1489 1.0782 -1.2008
H -2.5019 1.9262 -2.1223
```

Values from the calculation:
SMILES = C1=CCCCC1.CCC#P
LUMO = 0.0177 Ha
Energy relative to the best compared isomer or geometry (same formula, charge and spin) = 43.8 kcal per mole

Record 3
The following is a quantum chemistry calculation of a cluster of 2 separate species, C9H15PS2 in total at a distorted geometry, from OMol25.

Structure (XYZ):
```
27
C9H15PS2, DFT the ωB97M-V functional and the def2-TZVPD basis
C 1.8268 2.7771 1.0963
C -0.3690 -1.8554 -0.1445
C -1.3811 -1.3846 0.9239
C 1.1371 -1.3878 0.0433
C 0.9762 0.8840 -1.3626
C -1.9781 0.0938 0.9275
C -0.4840 1.3096 -1.2631
C 0.7085 0.8631 1.0231
C 1.4321 0.1618 -0.0494
P -0.8881 1.5651 0.5228
S 3.3383 2.8971 0.6043
S 0.6178 4.0004 1.5294
H -0.3789 -2.8698 -0.0734
H -0.8605 -1.7101 -1.0454
H -2.1203 -2.1815 0.7686
H -0.7664 -1.4416 1.7962
H 1.6628 -1.6706 1.0705
H 1.8819 -1.7602 -0.7610
H 0.8758 0.2529 -2.2891
H 1.7872 1.6647 -1.4029
H -2.8821 -0.0376 0.4003
H -2.3968 0.2936 1.9233
H -0.5749 2.1297 -1.9553
H -1.2504 0.7250 -1.6651
H 0.8390 0.4609 2.1098
H 2.4315 0.2017 0.2341
H 1.4313 5.0007 1.9031
```

Values from the calculation:
LUMO = 0.0011 Ha

Record 4
The following is a quantum chemistry calculation of a structure of composition C9H16AlCl10INOS2 at a distorted geometry, from OMol25.

Structure (XYZ):
```
41
C9H16AlCl10INOS2, DFT the ωB97M-V functional and the def2-TZVPD basis
S 1.8591 -6.7447 -0.0761
C 0.7397 -5.6865 0.4057
N 0.0720 -4.9169 1.0200
Al 0.1425 -3.1169 0.3878
S -1.8645 -2.5141 -0.5380
I 0.5070 -1.6042 2.4865
C 1.6459 -2.7017 -0.8685
C 2.9505 -3.2096 -0.1524
C 4.2177 -2.1637 -0.2479
O 3.9896 -3.5612 -0.9640
H -2.1319 -3.4641 -1.4642
H 1.7956 -1.6246 -0.9411
H 1.6252 -3.2164 -1.8332
H 2.8376 -3.7498 0.7948
H 5.2940 -2.3466 -0.3817
H 4.3125 -2.2983 0.8894
C -1.0183 -0.7519 -4.0991
Cl -0.2126 -2.1855 -4.7551
Cl 0.0273 0.1311 -2.9884
H -1.2888 -0.0974 -4.9203
H -1.9062 -1.0658 -3.5613
C -4.1338 0.4467 -1.2327
Cl -3.7626 2.0018 -1.9866
Cl -4.4300 -0.8164 -2.4279
H -3.2877 0.1465 -0.6215
H -5.0186 0.5588 -0.6166
C -2.9381 5.1882 0.5145
Cl -1.7732 3.9618 1.0183
Cl -4.5969 4.5816 0.6130
H -2.8429 6.0504 1.1649
H -2.7302 5.4696 -0.5119
C 2.2274 4.1011 0.5381
Cl 1.5768 2.7160 -0.3398
Cl 1.5407 5.6300 -0.0390
H 1.9947 3.9905 1.5911
H 3.3018 4.1295 0.3963
C 0.1819 1.6189 4.7665
Cl 0.8460 2.5774 6.1014
Cl 0.5036 2.3676 3.2022
H 0.6379 0.6349 4.7795
H -0.8906 1.5338 4.8973
```

Values from the calculation:
Charge = -1
LUMO = 0.0776 Ha

Record 5
The following is a quantum chemistry calculation of an isolated molecule of C9H16BrNOS at a distorted geometry, from OMol25.

Structure (XYZ):
```
29
C9H16BrNOS, DFT the ωB97M-V functional and the def2-TZVPD basis
C -0.6178 -0.2013 -1.2362
C -1.3022 1.0930 -1.1340
C -1.9986 1.6925 0.0338
C -2.3507 0.7862 1.2564
C -3.0774 2.7361 -0.1934
C 1.7480 -1.6356 0.4555
C 2.9189 -0.9156 -0.2193
C 0.5342 -2.0814 -0.4826
C 3.5280 0.1599 0.7923
N -0.4521 -1.0614 -0.3048
O 0.6421 1.4953 0.9297
S -0.1270 2.2360 -0.0244
Br 5.2022 0.8507 -0.0221
H -0.2929 -0.3324 -2.3021
H -1.6400 1.4373 -2.0375
H -1.6871 0.8630 2.0871
H -2.3817 -0.3031 0.8473
H -3.4021 1.1566 1.5621
H -2.9903 3.5648 -0.8475
H -3.4401 3.2038 0.8128
H -3.9010 2.0851 -0.4917
H 1.1799 -1.1070 1.2781
H 2.1140 -2.5926 0.9001
H 2.6907 -0.3824 -1.1899
H 3.7237 -1.6326 -0.4511
H 0.9439 -2.2567 -1.4898
H 0.1010 -3.0120 -0.0515
H 2.8741 0.9337 1.1293
H 3.8963 -0.3958 1.5970
```

Values from the calculation:
LUMO (spin up / spin down) = 0.0224 / -0.1036 Ha
2S+1 = 3

Record 6
The following is a quantum chemistry calculation of a structure of composition C9H16CaFNO2 at a distorted geometry, from OMol25.

Structure (XYZ):
```
30
C9H16CaFNO2, DFT the ωB97M-V functional and the def2-TZVPD basis
O -2.4929 -2.9609 0.3453
C -1.4427 -2.3283 0.0969
C 0.0189 -2.3977 0.8431
C 0.5291 -0.8771 0.7004
C -0.1832 -0.2494 -0.5588
C 0.6147 -0.0655 -1.9105
C 1.9946 0.6898 -1.7989
O 3.0238 -0.0477 -1.1109
C -1.2410 0.8715 -0.1259
C -0.5805 2.2298 0.3426
C -0.6950 2.5136 1.8977
F -0.9880 1.3685 2.6714
N -1.1439 -1.3833 -0.9306
H 0.0419 -2.8360 1.9158
H 0.6041 -2.9964 0.0626
H 1.6403 -1.0237 0.7147
H 0.3383 -0.4186 1.7133
H -0.0525 0.3990 -2.6968
H 0.8501 -1.1010 -2.3036
H 1.9434 1.7160 -1.3499
H 2.3631 0.8353 -2.8599
H 3.0859 0.3797 -0.2410
H -1.9269 0.4203 0.6496
H -1.8929 1.1063 -1.0221
H -1.1457 3.0593 -0.1795
H 0.4923 2.3598 0.0507
H 0.2966 2.9374 2.2367
H -1.4422 3.3453 2.0559
H -2.0785 -1.0115 -1.1402
Ca -0.5311 -4.5346 1.9317
```

Values from the calculation:
Charge = +2
LUMO = -0.3604 Ha

Record 7
The following is a quantum chemistry calculation of the ion C9H16ClFINO4P with charge -1 at a distorted geometry, from OMol25.

Structure (XYZ):
```
34
C9H16ClFINO4P, DFT the ωB97M-V functional and the def2-TZVPD basis
C 2.2101 -1.0468 4.1751
C 1.4271 -1.1998 3.2901
C 0.5097 -1.3421 2.1556
O 0.9274 -0.4576 1.1303
C 1.0356 -1.0411 -0.1299
Cl 2.2683 -2.3676 -0.1487
C -0.4142 -1.3978 -0.6627
O -1.2387 -0.3349 -0.0852
C -2.2199 0.1165 -0.9455
O -3.0802 -0.9089 -1.3720
P -3.1526 1.3608 0.1417
N -4.8327 0.9306 -0.0083
O -3.0100 2.8143 -0.6252
C 1.5834 0.0507 -1.0758
C 2.4036 1.1206 -0.3662
C 3.4571 1.6991 -1.3141
F 1.5722 2.1457 0.0726
H 2.9564 -0.6343 4.8069
H -0.4756 -1.0126 2.4969
H 0.4303 -2.3770 1.8299
H -0.7727 -2.3785 -0.3878
H -0.4519 -1.2765 -1.7321
H -1.8093 0.6411 -1.8131
H -3.4699 -1.2855 -0.5766
H -5.0095 0.2326 0.7019
H -5.3786 1.7582 0.1974
H -3.1711 3.4733 0.0537
H 2.1801 -0.4332 -1.8389
H 0.7373 0.5608 -1.5359
H 2.9567 0.6942 0.4688
H 3.9236 0.8552 -1.8162
H 4.1974 2.2475 -0.7377
H 2.9745 2.3194 -2.0673
I 0.7363 -3.5265 -2.2815
```

Values from the calculation:
Charge = -1
LUMO = 0.0951 Ha

Record 8
The following is a quantum chemistry calculation of a structure of composition C9H16F12NaO9P2 at a distorted geometry, from OMol25.

Structure (XYZ):
```
49
C9H16F12NaO9P2, DFT the ωB97M-V functional and the def2-TZVPD basis
Na 7.5210 3.1958 17.3980
P 6.6916 4.5341 14.2849
F 5.4864 4.3972 13.1139
F 5.6392 4.4160 15.4563
F 6.7899 2.9082 14.3784
F 7.8940 4.6253 15.3869
F 7.8234 4.5652 13.1895
F 6.5033 6.1912 14.2190
P 10.1427 4.1461 19.3787
F 10.3104 3.4723 17.9613
F 9.2094 5.3364 18.7583
F 8.8850 3.2245 19.7918
F 9.9888 4.5764 20.9386
F 11.0779 3.0262 20.0514
F 11.4067 5.1278 19.1635
C 9.3145 -1.6849 14.2505
C 10.4633 -0.7308 14.4645
O 9.9144 0.1456 15.5030
C 8.5658 -0.0421 15.6177
O 7.7894 0.6813 16.2740
O 8.2013 -0.8898 14.6937
H 9.2839 -2.5691 14.8872
H 9.2598 -1.8274 13.1713
H 10.6897 -0.1190 13.5913
H 11.3506 -1.3397 14.6382
C 6.2879 6.9793 19.2119
O 6.1677 6.0888 20.3033
C 5.9010 4.8457 20.0518
O 5.9278 4.3746 18.9326
O 5.3455 4.2634 21.2342
C 4.6955 2.9593 21.0278
H 5.4051 6.9632 18.5727
H 7.0327 6.6995 18.4668
H 6.4452 8.0132 19.5191
H 5.4674 2.2098 20.8531
H 4.0691 2.9204 20.1366
H 4.2114 2.6755 21.9622
C 2.9656 3.4906 17.3099
O 2.9952 2.0752 16.9492
C 4.1260 1.3504 17.2711
O 5.1558 1.7960 17.8404
O 3.8396 0.0215 17.0724
C 4.8926 -0.9573 17.0958
H 3.9577 3.9249 17.4332
H 2.4795 3.5901 18.2805
H 2.3369 4.0526 16.6192
H 5.6944 -0.9177 17.8332
H 5.3983 -0.9400 16.1304
H 4.3622 -1.9027 17.2093
```

Values from the calculation:
Charge = -1
LUMO = 0.0684 Ha
Energy relative to the best compared isomer or geometry (same formula, charge and spin) = 0.0 kcal per mole

Number 1: DFT total energy -15157.1439 eV. Number 2: DFT total energy -18860.9992 eV. Number 3: DFT total energy -40531.2792 eV. Number 4: DFT total energy -174724.4136 eV. Number 5: DFT total energy -94001.2503 eV. Number 6: DFT total energy -36314.4847 eV. Number 7: DFT total energy -51900.5780 eV. Number 8: DFT total energy -83639.5963 eV.